A.
# C18H52O8

A cluster of 8 separate species, C18H52O8 in total (wB97M-V/def2-TZVPD, the Open Molecules 2025 dataset).

Kohn-Sham gap ... 9.628 eV
LUMO energy ... 0.344 eV
Structure (SMILES) ... CC(C)O.CC(C)O.CC(C)O.CC(C)O.CC(C)O.CO.CO.CO
Total charge ... 0

Element x y z (Å)
C -2.65 -1.61 -3.92
C -2.64 -0.08 -3.99
C -3.50 0.55 -5.06
O -2.94 0.40 -2.91
H -2.14 -1.91 -4.81
H -3.67 -1.99 -3.87
H -2.04 -1.90 -3.07
H -1.65 0.28 -4.30
H -3.45 1.67 -4.97
H -4.50 0.24 -4.98
H -3.28 0.35 -6.09
H -3.89 0.23 -2.93
C -0.77 3.14 -2.82
C -0.16 2.19 -1.87
C 0.88 2.98 -1.14
O -1.01 1.64 -1.12
H -0.03 3.74 -3.33
H -1.49 3.79 -2.34
H -1.39 2.58 -3.51
H 0.36 1.39 -2.43
H 1.77 3.22 -1.76
H 1.14 2.39 -0.28
H 0.36 3.94 -0.78
H -1.58 1.08 -1.65
C 0.33 -1.43 -2.01
C 0.71 -1.38 -0.58
C 2.08 -2.16 -0.52
O 0.92 -0.25 -0.04
H 0.01 -2.36 -2.34
H 1.09 -1.09 -2.74
H -0.52 -0.72 -2.18
H 0.03 -1.99 -0.01
H 2.06 -3.18 -0.93
H 2.54 -2.21 0.40
H 2.82 -1.62 -1.08
H 0.11 0.14 0.13
C 4.43 1.35 2.97
C 3.47 1.24 1.79
C 4.29 1.48 0.56
O 2.88 0.14 1.72
H 3.95 1.22 3.92
H 4.93 2.28 2.99
H 5.27 0.64 2.88
H 2.70 2.02 1.90
H 3.64 1.46 -0.30
H 5.13 0.78 0.44
H 4.71 2.47 0.58
H 2.26 0.17 0.94
C 0.29 1.16 2.96
C -0.87 1.39 3.91
C -0.81 2.78 4.57
O -1.93 1.54 3.29
H 1.20 0.92 3.47
H 0.50 1.88 2.13
H 0.05 0.26 2.40
H -0.96 0.66 4.68
H -0.77 3.65 3.83
H 0.10 2.80 5.15
H -1.62 3.00 5.31
H -1.81 2.24 2.64
C 0.29 -2.38 2.95
O 1.74 -2.38 2.79
H -0.17 -2.20 2.00
H -0.02 -1.66 3.68
H -0.05 -3.36 3.28
H 2.05 -1.51 2.59
C -0.09 -4.61 0.48
O -1.23 -4.27 1.14
H -0.05 -5.66 0.24
H 0.78 -4.34 1.00
H -0.07 -4.12 -0.48
H -1.89 -4.04 0.48
C -2.79 -1.42 -0.13
O -1.95 -0.55 0.67
H -3.39 -0.81 -0.78
H -3.52 -1.92 0.49
H -2.22 -2.11 -0.77
H -2.37 -0.29 1.47



B.
# C18H52O8

A cluster of 8 separate species, C18H52O8 in total (wB97M-V/def2-TZVPD, the Open Molecules 2025 dataset).

Kohn-Sham gap ... 10.159 eV
LUMO energy ... 0.557 eV
Structure (SMILES) ... CC(C)O.CC(C)O.CCO.CCO.CCO.CCO.CCO.CCO
Total charge ... 0

Element x y z (Å)
C -22.62 -2.98 2.72
C -22.87 -1.82 1.73
C -21.51 -1.28 1.34
O -23.56 -2.37 0.60
H -21.86 -3.66 2.38
H -23.56 -3.60 2.86
H -22.39 -2.54 3.65
H -23.48 -1.04 2.22
H -21.02 -0.88 2.16
H -21.64 -0.49 0.56
H -20.93 -2.06 0.80
H -23.30 -3.25 0.38
C -17.47 2.83 4.70
C -18.97 3.02 4.96
C -19.63 4.12 4.19
O -19.55 1.73 4.70
H -17.26 2.70 3.66
H -17.12 1.88 5.24
H -16.90 3.74 4.81
H -19.13 3.20 6.06
H -19.48 3.88 3.14
H -19.12 5.01 4.48
H -20.65 4.31 4.38
H -20.52 1.74 4.78
C -19.69 -1.34 12.64
C -20.38 -1.95 11.40
O -21.17 -1.00 10.69
H -18.67 -1.03 12.47
H -19.78 -2.02 13.49
H -20.31 -0.46 12.85
H -21.10 -2.63 11.82
H -19.74 -2.51 10.72
H -20.52 -0.29 10.45
C -15.57 -1.45 4.46
C -15.11 -0.25 5.24
O -15.89 0.07 6.39
H -15.01 -1.72 3.54
H -16.57 -1.35 4.13
H -15.72 -2.27 5.11
H -15.00 0.66 4.59
H -14.07 -0.53 5.57
H -16.77 -0.38 6.33
C -19.81 -2.68 6.35
C -19.35 -1.81 5.22
O -18.51 -0.71 5.64
H -20.37 -2.07 7.10
H -19.01 -3.28 6.87
H -20.58 -3.34 5.99
H -20.16 -1.42 4.63
H -18.72 -2.39 4.53
H -18.94 0.08 5.38
C -23.72 -0.16 6.35
C -23.20 -0.35 7.77
O -21.80 -0.39 7.90
H -23.25 0.75 5.99
H -24.78 -0.02 6.37
H -23.41 -1.00 5.76
H -23.62 -1.22 8.28
H -23.58 0.51 8.34
H -21.60 -0.89 8.69
C -19.79 2.04 -0.99
C -18.67 1.23 -0.36
O -18.94 0.95 0.96
H -20.72 1.47 -0.89
H -19.61 2.22 -2.06
H -19.86 2.98 -0.41
H -17.67 1.70 -0.41
H -18.60 0.25 -0.78
H -18.67 1.67 1.53
C -17.87 2.58 8.87
C -17.89 1.07 8.97
O -18.43 0.44 10.11
H -17.52 3.16 9.73
H -18.94 2.80 8.75
H -17.38 2.80 7.88
H -16.92 0.70 8.87
H -18.45 0.70 8.11
H -18.33 1.08 10.86



Verdict on stability: B comes out on top.



A.
# C3H7NO

An isolated molecule of C3H7NO (wB97M-V/def2-TZVPD, the Open Molecules 2025 dataset).

Kohn-Sham gap ... 9.659 eV
LUMO energy ... 0.695 eV
Structure (SMILES) ... CNC(C)=O
Total charge ... 0

Element x y z (Å)
C -1.48 -0.34 -0.26
N -0.50 -0.82 0.63
C 0.98 -0.64 0.17
C 1.26 0.79 0.07
O 1.59 -1.54 -0.22
H -1.37 -0.78 -1.35
H -2.48 -0.58 0.01
H -1.53 0.61 -0.50
H -0.67 -0.41 1.63
H 0.78 1.45 0.59
H 2.47 0.94 0.32
H 0.95 1.31 -1.09



B.
# C3H7NO

An isolated molecule of C3H7NO (wB97M-V/def2-TZVPD, the Open Molecules 2025 dataset).

Kohn-Sham gap (alpha / beta) ... 9.376 / 8.492 eV
LUMO energy (alpha / beta) ... 0.464 / 0.016 eV
Structure (SMILES) ... C=[N+]([O-])CC
Total charge ... 0

Element x y z (Å)
C 2.48 -0.01 0.21
N 1.01 0.65 0.50
O 0.86 1.60 1.33
C -0.19 0.15 -0.07
C -1.12 -0.53 1.01
H 3.16 0.36 0.95
H 2.52 -0.91 -0.35
H -0.06 -0.51 -0.94
H -0.80 1.04 -0.32
H -2.10 -0.87 0.67
H -0.62 -1.45 1.43
H -1.20 0.21 1.73



Verdict on stability: A comes out on top.